a.
{
  "formula": "C3H4N2O",
  "method": "ωB97M-V with the def2-TZVPD basis set",
  "species": ["O", "C", "N", "C", "C", "N", "H", "H", "H", "H"],
  "coordinates": [[1.1790, -1.2963, -0.2927], [1.3231, 0.0137, -0.2207], [0.3794, 0.8275, 0.1569], [-0.9410, 0.5197, 0.4972], [-1.5914, -0.5215, -0.1605], [-2.0855, -1.4266, -0.7158], [2.2921, 0.3928, -0.5117], [0.6469, 1.8035, 0.2191], [0.2654, -1.5566, -0.0661], [-1.4681, 1.2439, 1.0944]],
  "charge": 0,
  "multiplicity": 1,
  "homo_ev": [-7.416, -7.417]
}

---

b.
{
  "formula": "C3H4N2O",
  "method": "ωB97M-V with the def2-TZVPD basis set",
  "species": ["C", "C", "C", "N", "N", "O", "H", "H", "H", "H"],
  "coordinates": [[1.0396, -0.2280, -0.0185], [0.2202, -1.2953, -0.0041], [0.4031, 1.0718, 0.0202], [-1.1346, -1.0504, 0.0287], [-1.4357, 0.1376, -0.0224], [-2.4571, 0.7582, -0.0085], [2.1043, -0.3560, -0.1054], [0.5102, -2.3278, -0.0209], [0.2895, 1.5716, 0.9701], [0.4605, 1.7184, -0.8392]],
  "smiles": "C=C/C=N\\N=O",
  "charge": 0,
  "multiplicity": 1,
  "homo_ev": -9.039
}

---

c.
{
  "formula": "C3H4N2O",
  "method": "ωB97M-V with the def2-TZVPD basis set",
  "species": ["O", "C", "N", "N", "C", "C", "H", "H", "H", "H"],
  "coordinates": [[-0.6922, -1.0795, -1.9604], [-0.4226, -0.2677, -0.9931], [-0.2067, 1.0439, -0.9893], [0.5331, 1.2151, 0.1529], [0.8234, 0.1217, 0.8339], [0.1645, -0.9485, 0.1780], [0.2401, -1.5966, -1.0235], [0.8512, 2.1514, 0.3610], [1.3785, 0.1680, 1.7622], [-0.3456, -1.7310, 0.7343]],
  "charge": 0,
  "multiplicity": 1,
  "homo_ev": -8.763
}

---

In order of decreasing stability: a, c, b.

---

a.
{
  "formula": "C3H4N2O",
  "method": "ωB97M-V with the def2-TZVPD basis set",
  "species": ["C", "C", "C", "N", "N", "O", "H", "H", "H", "H"],
  "coordinates": [[1.8540, 0.5797, -0.4468], [0.5282, -1.6863, -0.5143], [0.8656, -0.3761, -0.5420], [2.7530, 1.2788, -0.3774], [-1.8087, 0.9967, 0.1987], [0.5548, -1.3926, 0.7549], [-2.5888, 0.6374, 1.1102], [0.3244, -2.5066, -1.0803], [-1.4501, 2.0619, 0.4754], [-1.0324, 0.4071, 0.4216]],
  "smiles": "N#CC1=CO1.N",
  "charge": 0,
  "multiplicity": 1,
  "homo_ev": -9.403
}

---

b.
{
  "formula": "C3H4N2O",
  "method": "ωB97M-V with the def2-TZVPD basis set",
  "species": ["N", "C", "O", "C", "C", "N", "H", "H", "H", "H"],
  "coordinates": [[-0.9946, 0.6681, -0.5157], [-0.8149, -0.2957, 0.5987], [-1.5694, -0.4565, 1.5156], [0.5855, -0.8417, 0.3628], [1.1756, 0.3894, -0.2570], [1.8353, 1.2592, -0.6434], [-0.9846, 1.6745, -0.3932], [-0.8626, 0.4365, -1.4965], [1.1452, -1.2327, 1.2272], [0.5521, -1.6172, -0.4124]],
  "smiles": "N#CCC(N)=O",
  "charge": 0,
  "multiplicity": 1,
  "homo_ev": -9.767
}

---

In order of decreasing stability: b, a.

---

a.
{
  "formula": "C3H4N2O",
  "method": "ωB97M-V with the def2-TZVPD basis set",
  "species": ["O", "C", "C", "N", "N", "C", "H", "H", "H", "H"],
  "coordinates": [[1.9183, -0.1800, -0.4883], [0.6473, 0.0507, -0.0893], [-0.2259, -0.7363, 0.5722], [-1.4917, -0.1107, 0.5649], [-1.3367, 1.1514, -0.0099], [-0.0835, 1.2541, -0.3554], [2.1410, -1.0807, -0.2226], [-0.1865, -1.7086, 1.0387], [-1.6956, -0.7946, -0.2014], [0.3133, 2.1547, -0.8088]],
  "smiles": "Oc1cn[nH]c1",
  "charge": 0,
  "multiplicity": 1,
  "homo_ev": -9.147
}

---

b.
{
  "formula": "C3H4N2O",
  "method": "ωB97M-V with the def2-TZVPD basis set",
  "species": ["O", "C", "C", "N", "C", "N", "H", "H", "H", "H"],
  "coordinates": [[2.3885, 0.1259, 0.3338], [1.1885, 0.2306, 0.3167], [0.2664, -0.9018, -0.1489], [-0.9602, -0.1633, -0.3778], [-0.7681, 1.0851, 0.1298], [0.4219, 1.3917, 0.5370], [0.7971, -1.2741, -1.0266], [0.1391, -1.7177, 0.5713], [-1.8768, -0.5671, -0.4909], [-1.5963, 1.7908, 0.1555]],
  "smiles": "O=C1CNC=N1",
  "charge": 0,
  "multiplicity": 1,
  "homo_ev": -9.713
}

---

c.
{
  "formula": "C3H4N2O",
  "method": "ωB97M-V with the def2-TZVPD basis set",
  "species": ["C", "C", "C", "N", "N", "O", "H", "H", "H", "H"],
  "coordinates": [[0.7638, 0.0533, 1.1540], [-1.0391, -1.0685, 0.9964], [0.1895, 0.2700, -0.0454], [-0.0616, -0.8172, 1.8080], [0.5917, 1.3604, -1.9139], [-0.9428, -0.4283, -0.1719], [1.6571, 0.4300, 1.5972], [-1.8740, -1.7160, 1.1723], [1.0909, 0.5962, -2.3600], [-0.3755, 1.3201, -2.2367]],
  "charge": 0,
  "multiplicity": 1,
  "homo_ev": -9.686
}

---

In order of decreasing stability: b, a, c.

---

a.
{
  "formula": "C3H4N2O",
  "method": "ωB97M-V with the def2-TZVPD basis set",
  "species": ["C", "C", "N", "O", "C", "N", "H", "H", "H", "H"],
  "coordinates": [[-1.7432, -0.3301, -0.2540], [-0.3953, -0.3200, -0.3263], [0.4895, -0.8692, -1.2124], [1.7750, -0.3499, -0.7885], [1.6326, 0.3543, 0.2643], [0.3793, 0.4004, 0.6406], [-2.3629, -0.6964, -1.0556], [-2.2119, -0.0619, 0.6817], [-0.0361, 1.0338, 1.3092], [2.4730, 0.8391, 0.7411]],
  "charge": 0,
  "multiplicity": 1,
  "homo_ev": -6.913
}

---

b.
{
  "formula": "C3H4N2O",
  "method": "ωB97M-V with the def2-TZVPD basis set",
  "species": ["C", "C", "C", "N", "N", "O", "H", "H", "H", "H"],
  "coordinates": [[0.1709, -1.2845, 0.0342], [-0.9688, -0.0894, -0.0458], [1.1970, 0.6718, -0.0461], [1.3113, -0.7517, -0.0591], [-2.2057, -0.2491, -0.0351], [-0.1986, 1.0174, -0.0069], [-0.1167, -2.3420, 0.1583], [1.7751, 1.1323, 0.7668], [1.7629, 1.2875, -0.7526], [-2.7274, 0.6076, -0.0137]],
  "smiles": "[H]/N=C1/C=NCO1",
  "charge": 0,
  "multiplicity": 1,
  "homo_ev": -10.141
}

---

c.
{
  "formula": "C3H4N2O",
  "method": "ωB97M-V with the def2-TZVPD basis set",
  "species": ["N", "C", "C", "O", "C", "N", "H", "H", "H", "H"],
  "coordinates": [[0.2132, -0.9754, 1.5034], [0.0425, -0.3750, 0.2803], [-0.0566, -0.6462, -1.0486], [-0.1021, 0.5829, -1.7033], [-0.0317, 1.4880, -0.7290], [0.0459, 1.0034, 0.4528], [-0.0528, -1.9124, 1.7543], [0.0913, -0.2014, 2.1454], [-0.1083, -1.5063, -1.6985], [-0.0414, 2.5424, -0.9568]],
  "smiles": "Nc1cocn1",
  "charge": 0,
  "multiplicity": 1,
  "homo_ev": -8.260
}

---

In order of decreasing stability: c, b, a.

---

a.
{
  "formula": "C3H4N2O",
  "method": "ωB97M-V with the def2-TZVPD basis set",
  "species": ["O", "C", "C", "N", "C", "N", "H", "H", "H", "H"],
  "coordinates": [[1.0802, 1.3304, 0.4294], [-0.7738, -1.2217, 0.7233], [-0.0173, -1.3453, -0.6203], [0.3515, -0.2517, -1.1792], [-0.0082, 0.7985, -0.2494], [-0.8617, 0.0918, 0.7352], [1.7848, 0.6615, 0.4824], [0.2192, -2.3010, -1.0847], [-0.5588, 1.6039, -0.7529], [-1.2158, 0.6338, 1.5164]],
  "charge": 0,
  "multiplicity": 1,
  "homo_ev": -9.033
}

---

b.
{
  "formula": "C3H4N2O",
  "method": "ωB97M-V with the def2-TZVPD basis set",
  "species": ["C", "C", "C", "H", "H", "H", "H", "N", "N", "O"],
  "coordinates": [[2.2227, -0.2605, 0.0135], [-0.9782, 0.7296, 0.1592], [-1.8827, -0.4893, 0.1660], [2.6400, 0.7989, -0.1419], [2.8424, -1.2633, -0.0543], [-1.4727, 1.7446, 0.0504], [-1.5406, -1.5408, 0.0853], [0.9218, -0.3751, -0.0438], [0.2727, 0.8293, -0.0757], [-3.0255, -0.1732, -0.1588]],
  "smiles": "C=N/N=C\\C=O",
  "charge": 0,
  "multiplicity": 1,
  "homo_ev": -9.566
}

---

In order of decreasing stability: a, b.

---

a.
{
  "formula": "C3H4N2O",
  "method": "ωB97M-V with the def2-TZVPD basis set",
  "species": ["N", "C", "O", "C", "C", "N", "H", "H", "H", "H"],
  "coordinates": [[1.7950, 0.5489, 0.0516], [1.2480, -0.5493, 0.3470], [-0.0390, -0.8368, 0.0701], [-0.8206, 0.2138, -0.4864], [-2.1609, 0.1409, 0.1124], [-3.2278, 0.0723, 0.5512], [2.7619, 0.5543, 0.3604], [1.6999, -1.4046, 0.8566], [-0.9081, 0.0805, -1.5693], [-0.3484, 1.1800, -0.2935]],
  "smiles": "[H]/N=C/OCC#N",
  "charge": 0,
  "multiplicity": 1,
  "homo_ev": -10.985
}

---

b.
{
  "formula": "C3H4N2O",
  "method": "ωB97M-V with the def2-TZVPD basis set",
  "species": ["O", "C", "N", "C", "C", "N", "H", "H", "H", "H"],
  "coordinates": [[-1.1941, -0.3076, -2.0647], [-1.0979, -0.2260, -0.7436], [-1.6691, 0.1111, 0.3128], [0.9420, 0.2546, 1.5921], [1.9650, 0.1608, 0.9650], [0.0425, -0.7950, -1.2775], [-2.6027, 0.4725, 0.1368], [-0.0118, 0.3185, 2.0720], [2.8869, 0.0695, 0.4356], [0.7392, -0.0585, -1.4284]],
  "smiles": "[H]/N=C1/NO1.C#C",
  "charge": 0,
  "multiplicity": 1,
  "homo_ev": -10.606
}

---

In order of decreasing stability: a, b.

---

a.
{
  "formula": "C3H4N2O",
  "method": "ωB97M-V with the def2-TZVPD basis set",
  "species": ["C", "C", "C", "N", "N", "O", "H", "H", "H", "H"],
  "coordinates": [[-0.5279, 0.7417, 1.6122], [0.5733, 0.1723, -0.3636], [-0.3038, -0.8887, -0.8585], [1.9953, 0.4236, -0.3528], [1.2687, 1.1607, -1.0396], [-1.2383, -0.1584, 1.8786], [-0.5157, 1.8167, 1.9098], [-0.8480, -1.1465, 0.0220], [0.3150, -1.6408, -1.0455], [-0.7188, -0.4806, -1.7625]],
  "charge": 0,
  "multiplicity": 1,
  "homo_ev": -8.112
}

---

b.
{
  "formula": "C3H4N2O",
  "method": "ωB97M-V with the def2-TZVPD basis set",
  "species": ["O", "C", "N", "C", "C", "N", "H", "H", "H", "H"],
  "coordinates": [[2.1511, -0.1723, -0.1429], [0.8334, -0.2591, 0.0236], [0.1507, -1.3478, 0.2158], [-1.2038, -0.9837, 0.4198], [-1.2171, 0.4298, 0.1752], [0.0884, 0.8749, -0.0272], [2.4841, -1.0820, -0.0839], [-1.6863, -0.3868, -0.6868], [-2.0243, 1.1295, 0.3597], [0.4239, 1.7976, -0.2532]],
  "charge": 0,
  "multiplicity": 1,
  "homo_ev": -8.417
}

---

c.
{
  "formula": "C3H4N2O",
  "method": "ωB97M-V with the def2-TZVPD basis set",
  "species": ["N", "C", "C", "N", "C", "O", "H", "H", "H", "H"],
  "coordinates": [[1.7282, -0.0423, -0.1339], [0.7710, 0.6534, -0.6703], [-0.3034, 1.0839, 0.2069], [-1.4149, 0.4742, 0.4106], [-1.5504, -0.8301, -0.0587], [-0.8892, -1.7772, 0.3094], [2.4765, -0.3949, -0.7194], [1.7629, -0.3323, 0.8427], [-0.2058, 2.1062, 0.5954], [-2.3750, -0.9410, -0.7828]],
  "charge": 0,
  "multiplicity": 1,
  "homo_ev": -8.944
}

---

d.
{
  "formula": "C3H4N2O",
  "method": "ωB97M-V with the def2-TZVPD basis set",
  "species": ["C", "C", "C", "H", "H", "H", "H", "N", "N", "O"],
  "coordinates": [[0.7009, -0.1604, -0.0869], [-0.1258, 0.9311, -0.0678], [-1.4127, 0.4125, -0.0205], [2.3897, 0.5812, 0.2498], [0.2483, 1.9653, -0.0720], [-2.3675, 0.9597, 0.1005], [0.0561, -2.2376, 0.0350], [-1.4144, -0.9175, -0.0670], [-0.0913, -1.2449, -0.0145], [2.0166, -0.2895, -0.0565]],
  "smiles": "Oc1ccn[nH]1",
  "charge": 0,
  "multiplicity": 1,
  "homo_ev": -8.725
}

---

In order of decreasing stability: d, c, b, a.

---

a.
{
  "formula": "C5H9N2OS",
  "method": "ωB97M-V with the def2-TZVPD basis set",
  "species": ["C", "C", "C", "C", "C", "N", "N", "O", "S", "H", "H", "H", "H", "H", "H", "H", "H", "H"],
  "coordinates": [[-0.7669, -0.4221, 1.0575], [-2.1487, -0.3430, 1.0547], [0.2186, 2.4645, 0.2238], [0.1211, -0.1017, 0.0673], [-0.2660, -0.0492, -1.3830], [-0.7883, 2.7763, -0.3696], [1.5408, -0.4368, 0.4057], [1.2627, 2.1711, 0.6247], [-3.1739, 0.1055, -0.1575], [-0.2319, -0.8550, 1.9950], [-2.7417, -0.7174, 1.9009], [0.5602, -0.4680, -2.0866], [-0.4769, 0.9796, -1.7542], [-1.2616, -0.6187, -1.4654], [-1.6153, 3.2109, -0.2286], [1.9999, 0.5548, 0.6015], [1.9461, -0.9333, -0.5357], [1.6907, -0.9997, 1.1605]],
  "charge": 1,
  "multiplicity": 1,
  "homo_ev": -12.433
}

---

b.
{
  "formula": "C5H9N2OS",
  "method": "ωB97M-V with the def2-TZVPD basis set",
  "species": ["C", "C", "C", "C", "C", "N", "N", "O", "S", "H", "H", "H", "H", "H", "H", "H", "H", "H"],
  "coordinates": [[3.6939, -0.7454, 0.7001], [-2.3878, -1.3219, -0.0449], [2.5771, -0.0384, 0.8817], [-0.3393, -0.3703, 0.1042], [-1.7386, 1.8563, -0.8464], [-1.0152, -1.3463, -0.2288], [1.7358, 0.2206, -0.1078], [-2.7817, 0.0286, 0.7098], [-1.5583, 0.9665, 0.7598], [4.4272, -0.7515, 1.4914], [4.0551, -1.3272, -0.1676], [-2.8471, -1.3652, -1.0813], [-2.7514, -2.1755, 0.5696], [2.5011, 0.6361, 1.6752], [-0.7954, 2.4430, -1.1198], [-2.7007, 2.4523, -0.6489], [-1.9320, 1.0580, -1.6665], [1.8573, -0.2197, -0.9796]],
  "charge": 1,
  "multiplicity": 1,
  "homo_ev": [-12.991, -12.836]
}

---

In order of decreasing stability: a, b.